<one>
Here is a cluster of 2 separate species, C5H11N2 in total from the OMol25 dataset. Energies are from ωB97M-V/def2-TZVPD.

Summary:
* Kohn-Sham gap: 10.4 eV
* total charge: +1
* E_HOMO: -13.46 eV
* E_LUMO: -3.0 eV

Last column: natural (NBO) charge in e.
Element x y z (Å)
1 N -1.051 0.391 0.430  -0.49
2 N 1.450 0.751 -0.564  -0.74
3 C -3.222 0.017 -0.542  -0.37
4 C 2.985 -1.161 -0.545  -0.34
5 C -1.279 0.481 1.672  0.03
6 C -1.957 -0.330 -0.405  -0.08
7 C 2.343 -0.208 0.091  -0.07
8 H 2.880 -1.357 -1.604  0.22
9 H 1.421 0.657 -1.578  0.43
10 H -3.881 -0.459 -1.254  0.23
11 H 2.417 -0.051 1.157  0.23
12 H 0.427 0.638 -0.165  0.46
13 H 3.605 -1.815 0.049  0.25
14 H 1.753 1.696 -0.325  0.43
15 H -3.611 0.866 0.006  0.21
16 H -0.601 1.091 2.265  0.19
17 H -2.151 0.028 2.137  0.20
18 H -1.528 -1.235 -0.825  0.21

=====

<two>
Here is a cluster of 2 separate species, C5H11N2 in total from the OMol25 dataset. Energies are from ωB97M-V/def2-TZVPD.

Summary:
* Kohn-Sham gap (alpha / beta): 8.7 / 8.7 eV
* total charge: +1
* E_HOMO (alpha / beta): -13.96 / -13.96 eV
* E_LUMO (alpha / beta): -5.3 / -5.3 eV

Last column: natural (NBO) charge in e.
Element x y z (Å)
1 N 0.917 0.005 -1.858  -0.45
2 N -0.167 0.275 0.657  -0.49
3 C -1.198 1.003 -0.005  -0.45
4 C -0.730 -0.490 1.729  -0.43
5 C 0.955 -0.807 -0.859  0.45
6 C 1.652 0.472 -2.781  0.13
7 C 1.290 -1.971 -0.335  -0.40
8 H -0.023 -0.867 2.376  0.21
9 H 1.511 -2.836 -0.904  0.27
10 H 1.316 -2.096 0.736  0.25
11 H 1.649 1.590 -3.116  0.23
12 H -0.941 1.900 -0.429  0.22
13 H 0.523 0.890 1.025  0.39
14 H -1.427 -1.277 1.354  0.22
15 H -1.759 0.393 -0.695  0.22
16 H -1.363 0.209 2.343  0.21
17 H -1.984 1.364 0.665  0.22
18 H 2.291 -0.238 -3.346  0.20

=====

Which is most stable, and by how much? <one>, by 217.3 kJ/mol.